7
Properties=species:S:1:pos:R:3:mulliken_spin:R:1 method="wB97M-V/def2-TZVPD" charge=+2 gap_ev="7.6 / 7.2" max_force_ha_per_bohr=0.0988 spin_multiplicity=3
Yb 1.640 1.396 0.450 1.049
F 0.098 2.774 0.679 0.031
C -0.224 -0.034 -0.604 0.686
C -0.423 -1.102 0.166 0.065
H -0.196 -2.109 -0.215 0.067
H -0.729 -1.026 1.216 0.037
H -0.167 0.101 -1.691 0.065